Computed, not measured: a gas-phase ion, CH14NSi4 (charge +1) in a non-equilibrium geometry, with the ωB97M-V functional and the def2-TZVPD basis.

```
20
Properties=species:S:1:pos:R:3:mulliken_charge:R:1
N 2.32 1.08 -1.39 -0.38
Si 1.56 1.20 0.42 0.43
C 0.25 -0.17 0.75 -0.33
Si -0.93 0.63 2.17 0.25
Si -0.39 -1.03 -0.88 0.07
Si -2.53 -1.98 -0.80 0.35
H 1.75 0.37 -1.66 0.09
H 2.33 1.86 -2.06 0.36
H 3.24 0.82 -1.42 0.33
H 0.66 2.21 0.17 -0.05
H 2.79 1.22 1.22 -0.04
H 0.69 -1.01 1.43 0.35
H -0.17 1.74 3.16 -0.05
H -1.74 1.55 1.29 -0.03
H -1.39 -0.41 3.15 -0.03
H 0.90 -1.56 -1.41 -0.05
H -0.17 -0.01 -2.12 -0.03
H -2.59 -2.98 0.28 -0.07
H -3.11 -2.49 -2.06 -0.09
H -3.47 -1.03 -0.25 -0.10
```

Output
maximum force = 0.0742 hartree/bohr
orbital gap = 10.4 eV
LUMO level = -3.5 eV
charge = +1
HOMO level = -0.5109 Ha
E = -1258.863270 Eh
ΔE to the lowest compared entry with this formula, charge and spin = 91.0 kJ/mol